Record 1
DFT (wB97M-V/def2-TZVPD) results for the molecule C5H11N.

Element x y z (Å)
C1 0.29 0.31 -2.64
C2 0.45 -0.15 -1.42
C3 -0.63 -0.71 -0.58
C4 -1.03 0.28 0.54
C5 0.17 0.68 1.42
N1 0.75 -0.47 2.16
H1 -0.71 0.33 -3.11
H2 1.12 0.73 -3.21
H3 1.44 -0.18 -0.91
H4 -0.30 -1.66 -0.18
H5 -1.55 -0.99 -1.15
H6 -1.48 1.16 0.06
H7 -1.79 -0.19 1.15
H8 0.96 1.12 0.81
H9 -0.16 1.53 2.07
H10 0.09 -0.94 2.73
H11 1.54 -0.13 2.73

Computed properties:
LUMO level: 1.17 eV
energy above the lowest of the compared OMol25 structures with the same formula, charge and spin: 0.881 eV
structure (SMILES): C=CCCCN

=====

Record 2
DFT (wB97M-V/def2-TZVPD) results for a cluster of 2 separate species, CHClFO2S in total.

Element x y z (Å)
C1 -1.01 -0.32 -0.49
O1 -0.53 1.49 -2.49
O2 -1.27 2.40 -0.35
F1 -1.29 -0.30 0.86
S1 -1.49 1.47 -1.41
Cl1 -1.80 -1.73 -1.10
H1 0.50 -0.63 -1.04

Computed properties:
LUMO level: 3.61 eV
energy above the lowest of the compared OMol25 structures with the same formula, charge and spin: 2.327 eV
total charge: -1

=====

Record 3
DFT (wB97M-V/def2-TZVPD) results for the molecule H3N2O2P3S.

Element x y z (Å)
N1 1.57 1.28 -0.97
P1 1.99 0.04 0.02
N2 0.23 -0.32 0.46
P2 -0.67 -1.73 0.12
O1 -2.22 -1.04 0.16
S1 -2.47 0.36 -0.66
O2 -1.64 1.42 0.34
P3 -0.15 1.22 0.89
H1 2.26 2.02 -0.97
H2 1.97 -1.10 -0.86
H3 -0.88 -2.16 1.46

Computed properties:
LUMO level: -0.80 eV
energy above the lowest of the compared OMol25 structures with the same formula, charge and spin: 1.533 eV
structure (SMILES): N=[P@@H]1N2POSOP21

=====

Record 4
DFT (wB97M-V/def2-TZVPD) results for the molecule C4H5NS2.

Element x y z (Å)
S1 0.80 -1.68 2.66
C1 1.15 -0.94 1.29
C2 0.19 -0.75 0.18
N1 0.75 -0.31 -1.10
C3 0.04 0.66 -0.28
C4 -1.33 1.07 -0.63
S2 -1.93 2.61 -0.50
H1 2.12 -0.47 1.01
H2 -0.71 -1.33 0.20
H3 0.16 -0.65 -1.88
H4 0.67 1.47 0.17
H5 -1.92 0.31 -1.12

Computed properties:
LUMO level: -1.02 eV
energy above the lowest of the compared OMol25 structures with the same formula, charge and spin: 2.587 eV
structure (SMILES): S=C[C@@H]1N[C@H]1C=S

=====

Record 5
DFT (wB97M-V/def2-TZVPD) results for a structure of composition C13H32AlF3O15S5.

Element x y z (Å)
Al1 21.60 20.26 15.83
C1 22.54 18.28 20.76
F1 23.24 17.50 19.93
F2 21.28 17.84 20.85
F3 22.97 18.49 22.02
S1 22.58 20.08 19.93
O1 21.97 21.02 20.86
O2 24.03 20.42 19.85
O3 21.99 19.87 18.60
O4 19.55 18.46 14.61
S2 18.40 17.77 14.05
O5 17.01 17.97 14.62
O6 18.43 17.86 12.39
C2 17.20 17.50 11.71
C3 17.28 18.19 10.38
C4 18.67 16.02 14.10
H1 16.32 17.99 12.11
H2 17.11 16.42 11.72
H3 16.97 19.23 10.48
H4 16.63 17.81 9.59
H5 18.27 18.28 9.93
H6 19.59 15.74 13.58
H7 17.87 15.47 13.61
H8 18.77 15.85 15.17
O7 20.27 22.35 17.47
S3 19.42 23.04 18.45
O8 18.19 22.39 18.95
O9 20.35 23.50 19.72
C5 19.75 23.93 20.93
C6 20.36 25.16 21.47
C7 18.92 24.75 17.81
H9 19.84 23.22 21.75
H10 18.68 24.13 20.84
H11 20.12 25.92 20.72
H12 21.44 25.09 21.42
H13 19.96 25.53 22.42
H14 18.44 24.52 16.86
H15 19.86 25.28 17.63
H16 18.25 25.29 18.47
O10 26.46 21.02 17.76
S4 25.82 19.89 17.11
O11 24.41 19.94 16.69
O12 26.76 19.47 15.84
C8 28.16 19.29 16.08
C9 29.08 20.17 15.22
C10 26.04 18.38 18.16
H17 28.34 18.21 16.04
H18 28.35 19.54 17.12
H19 30.05 19.69 15.30
H20 29.08 21.21 15.58
H21 28.67 20.11 14.21
H22 27.02 18.31 18.63
H23 26.01 17.60 17.41
H24 25.25 18.15 18.88
O13 23.93 21.13 14.20
S5 25.00 21.58 13.28
O14 25.89 20.67 12.49
O15 24.49 22.88 12.29
C11 25.26 23.22 11.13
C12 24.35 23.68 9.99
C13 26.18 22.56 14.24
H25 25.80 22.32 10.83
H26 25.89 24.11 11.20
H27 24.86 24.10 9.12
H28 23.74 24.40 10.53
H29 23.61 22.93 9.71
H30 26.91 21.89 14.69
H31 25.71 23.26 14.94
H32 26.78 23.06 13.48

Computed properties:
LUMO level: -13.13 eV
total charge: +2

=====

Record 6
DFT (wB97M-V/def2-TZVPD) results for a structure of composition C6H10NS2.

Element x y z (Å)
C1 0.94 -0.25 -0.16
C2 0.69 0.54 -1.47
C3 -0.81 0.88 -1.47
C4 -1.75 -0.40 -1.21
C5 -1.16 -1.33 -0.30
C6 0.94 0.19 2.73
N1 0.02 -1.21 0.14
S1 3.12 -0.77 0.63
S2 1.77 0.58 1.08
H1 1.30 1.39 -1.28
H2 1.08 0.08 -2.29
H3 -0.91 1.41 -0.57
H4 -1.16 1.53 -2.26
H5 -2.70 0.10 -0.75
H6 -1.90 -0.96 -2.10
H7 -1.75 -2.16 0.09
H8 1.21 0.90 3.46
H9 1.14 -0.85 3.12
H10 -0.05 0.33 2.60

Computed properties:
LUMO level (alpha / beta): -5.58 / -5.58 eV
energy above the lowest of the compared OMol25 structures with the same formula, charge and spin: 2.295 eV
total charge: +1